(1)
DFT (ωB97M-V with the def2-TZVPD basis set) results for a structure of composition C4H12ClO4Sr2.

The net charge is +3. The value obtained for the gap between HOMO and LUMO is 3.38 eV.

Structure (XYZ):
```
23
Properties=species:S:1:pos:R:3:forces:R:3
Sr 4.130796 -0.030261 0.087758 -0.94 1.15 -0.95
Sr 2.995143 -3.748496 2.203870 -1.26 -0.33 0.04
Cl 1.686499 -1.593807 0.637008 1.96 -0.48 0.47
C -2.078471 -1.300130 1.662318 0.08 1.13 0.24
C -2.384747 -1.414672 0.193965 -0.03 -0.54 -0.35
O -3.189512 -2.553837 -0.078494 0.47 0.38 0.13
O -1.120800 -2.273461 2.104337 0.25 -0.43 0.12
H -2.985895 -1.403712 2.256392 0.08 -0.34 -0.04
H -1.696267 -0.291424 1.893854 -0.01 -0.16 -0.12
H -1.449676 -1.486907 -0.393190 0.12 0.05 0.15
H -2.870280 -0.513052 -0.177674 -0.34 -0.14 0.11
H -2.730300 -3.293859 0.340613 -0.32 -0.09 -0.13
H -0.273780 -2.009105 1.732983 -0.41 0.11 -0.04
C 1.850774 2.365397 -1.765067 -0.93 0.68 0.27
C 0.420523 2.412772 -1.266823 -0.78 -0.51 -0.58
O -0.251555 1.159395 -1.191381 0.80 -0.14 0.18
O 2.737811 1.875647 -0.681239 0.83 -0.78 0.58
H 2.147654 3.390195 -1.988712 0.26 -0.12 -0.13
H 1.959926 1.732352 -2.640932 0.21 -0.18 0.16
H -0.183282 2.925714 -2.019654 0.29 0.43 0.13
H 0.340854 2.955787 -0.318259 0.10 0.11 -0.03
H 0.245848 0.560631 -0.622949 -0.22 0.03 0.09
H 2.698740 2.534823 0.031283 -0.21 0.16 -0.31
```
Positions in Å, forces in eV/Å.

***

(2)
DFT (ωB97M-V with the def2-TZVPD basis set) results for a structure of composition C26H25BrClN2O3V.

The spin multiplicity is 3. The net charge is -2. The value obtained for the gap between HOMO and LUMO (spin up / spin down) is 4.26 / 4.25 eV.

Structure (XYZ):
```
59
Properties=species:S:1:pos:R:3:forces:R:3
V -2.532058 -0.336429 -1.396804 -1.02 -0.33 -1.50
O 1.561433 -3.792042 -4.280510 -0.04 0.13 -0.01
C 0.614797 -3.065756 -3.606131 -0.04 0.15 0.15
C -0.579855 -3.668823 -3.189595 -0.11 -0.05 -0.04
C -1.501563 -2.903376 -2.516255 0.09 -0.19 -0.07
N -1.281671 -1.615389 -2.232322 1.44 -0.72 -0.61
C -0.146376 -1.035535 -2.628266 -0.05 -0.28 -0.34
Br -0.878106 1.009200 -3.683576 0.07 0.22 -0.03
C 0.834557 -1.736069 -3.330438 0.22 -0.09 0.03
H 1.174979 -4.647940 -4.485646 0.05 -0.08 0.01
H -0.782756 -4.710043 -3.414024 -0.04 0.01 0.03
H -2.457119 -3.305455 -2.207103 -0.01 0.03 0.04
H 1.741632 -1.243014 -3.652439 -0.02 0.02 -0.02
C -4.649849 -3.265794 -0.098564 0.15 0.22 -0.07
C -3.966623 -2.075708 0.598011 -0.46 -0.33 0.44
C -3.024542 -2.566950 1.707360 -0.02 0.18 -0.20
C -5.034899 -1.140507 1.191993 0.20 -0.01 -0.18
N -3.219416 -1.328484 -0.351586 0.08 -0.23 1.11
H -5.407337 -3.707994 0.552842 0.01 -0.02 0.01
H -3.916413 -4.033338 -0.356277 0.00 -0.01 -0.01
H -5.115819 -2.910076 -1.019170 -0.06 -0.05 0.01
H -3.557103 -3.209056 2.413946 -0.01 0.00 0.01
H -2.611438 -1.704759 2.232165 0.04 -0.03 0.03
H -2.199382 -3.124005 1.260112 0.00 -0.04 0.05
H -5.582114 -1.630672 2.001866 -0.01 -0.02 -0.01
H -5.727157 -0.848605 0.400291 -0.06 0.01 0.04
H -4.539599 -0.243111 1.564901 -0.06 0.00 0.07
C 0.043713 1.060797 0.139695 0.19 -0.21 0.24
C 1.089038 1.373984 0.661979 -0.17 0.02 -0.28
C 2.367213 1.821924 1.086032 -0.02 0.11 0.00
C 2.910508 2.960955 0.361432 -0.04 -0.14 0.02
C 2.053106 3.915506 -0.231363 0.03 0.00 0.03
C 2.535757 4.972721 -0.977014 0.04 0.00 -0.02
C 3.903289 5.142182 -1.175973 0.04 0.08 -0.06
C 4.768332 4.207847 -0.620655 0.03 0.01 0.01
C 4.289829 3.143300 0.124230 0.01 0.03 0.01
C 3.028419 1.144717 2.155721 -0.08 0.05 -0.03
C 2.505714 -0.073389 2.672382 0.02 -0.03 0.02
C 3.116385 -0.753296 3.704228 0.06 0.04 0.00
C 4.283324 -0.270819 4.297465 0.08 -0.06 0.14
C 4.785098 0.948419 3.852313 -0.03 -0.06 0.01
C 4.177122 1.646607 2.825760 0.00 -0.05 0.03
H 0.986759 3.802683 -0.088872 -0.03 -0.04 -0.04
H 1.836916 5.674348 -1.420230 -0.02 0.00 0.02
H 4.283573 5.967914 -1.766754 -0.01 0.00 0.00
H 5.837439 4.295674 -0.791566 0.00 -0.01 0.00
H 4.988764 2.401594 0.488094 -0.01 0.02 0.01
H 1.595673 -0.461948 2.232298 0.01 -0.01 0.00
H 2.679820 -1.679991 4.064641 -0.02 -0.01 -0.05
H 4.774664 -0.818673 5.093898 -0.02 0.01 0.01
H 5.666273 1.368811 4.329430 -0.01 0.03 -0.01
H 4.567532 2.618193 2.555858 0.02 -0.03 -0.02
Cl -4.035717 -0.763357 -3.069863 -0.61 0.01 -0.61
C -3.236970 1.655805 -0.866142 0.23 0.36 -0.03
C -2.366411 1.297054 0.175535 -0.48 1.83 1.96
O -2.508247 1.228969 1.377499 0.25 -0.12 -0.27
O -1.126695 0.801967 -0.419226 0.13 0.17 0.01
H -4.204321 2.011721 -0.539532 -0.11 -0.29 -0.02
H -2.812099 2.197504 -1.706077 0.14 -0.19 -0.03
```
Positions in Å, forces in eV/Å.

***

(3)
DFT (ωB97M-V with the def2-TZVPD basis set) results for an isolated molecule of C5H12S.

The value obtained for the gap between HOMO and LUMO is 9.57 eV. The SMILES is CCSC(C)C.

Structure (XYZ):
```
18
Properties=species:S:1:pos:R:3:forces:R:3
C 2.542343 -0.730785 -1.294587 -1.27 -0.65 -0.98
C 1.372293 -0.962977 -0.319341 1.11 -0.22 0.85
C -1.033650 0.210939 0.850907 0.69 0.89 0.95
C -1.885417 1.517491 0.913879 1.16 -0.59 -1.20
C -1.828855 -1.002403 0.357054 0.52 0.19 -0.55
H 2.116136 -0.617369 -2.318044 0.40 0.09 0.61
H 3.128077 0.121581 -1.063613 0.37 1.01 0.31
H 3.231302 -1.563203 -1.338209 0.00 -0.44 0.17
H 1.772161 -1.168515 0.703011 -0.31 -0.06 -0.71
H 0.810964 -1.834114 -0.664293 -0.17 0.23 0.10
H -0.598608 0.156738 1.913383 -0.73 -0.63 -1.45
H -1.327638 2.292566 1.395997 0.48 0.54 0.23
H -2.262255 1.920328 -0.038272 0.27 -0.47 0.07
H -2.703276 1.311935 1.530141 -1.51 -0.32 0.98
H -2.579850 -1.363139 1.066417 0.12 0.17 -0.04
H -1.145802 -1.829389 0.098769 -0.39 0.21 0.31
H -2.315887 -0.708266 -0.593702 0.07 -0.18 0.50
S 0.429650 0.567953 -0.233691 -0.80 0.19 -0.14
```
Positions in Å, forces in eV/Å.

***

(4)
DFT (ωB97M-V with the def2-TZVPD basis set) results for a cluster of 4 separate species, C33H63BN5O13S2 in total.

The net charge is +1. The value obtained for the gap between HOMO and LUMO is 7.54 eV.

Structure (XYZ):
```
117
Properties=species:S:1:pos:R:3:forces:R:3
C 4.479510 6.808952 0.191552 -0.28 -0.32 0.36
C 3.672610 6.126838 -0.919121 -0.05 0.47 0.10
O 4.466258 5.271204 -1.737994 -0.03 -0.20 -0.05
C 4.701658 3.992480 -1.182058 -0.10 0.56 -0.29
C 3.489182 3.107649 -1.489537 -0.58 0.16 0.01
N 3.746149 1.640009 -1.676042 0.57 0.15 0.47
S 4.862121 1.149873 -0.309669 -0.22 0.10 0.09
C 4.242834 1.165397 -3.024148 0.37 -1.45 0.49
C 5.585195 1.664937 -3.527023 -0.26 0.13 -0.40
C 5.559848 2.845330 -4.545836 -0.02 0.12 -0.26
N 6.755346 3.666239 -4.486066 -0.06 -0.05 -0.11
N 4.367145 3.681268 -4.332103 -0.04 -0.21 0.15
N 5.563581 2.246208 -5.877953 -0.32 0.21 0.03
C 4.223031 -0.354320 -2.773132 -0.13 0.28 -0.77
C 2.908754 -0.648004 -1.969313 1.21 -0.42 -1.14
C 1.974754 -1.342439 -2.994157 -0.40 -0.26 0.42
B 0.624606 -2.032057 -2.487178 -0.33 0.10 -0.03
O 0.605893 -2.899606 -1.423798 0.48 0.64 0.29
O -0.557834 -1.791917 -3.130559 0.17 -0.03 -0.07
N 3.241451 -1.630067 -0.932624 -0.36 0.62 0.38
C 2.801842 -1.604752 0.187471 0.02 -0.25 -0.21
S 2.229734 -1.574367 1.637315 0.01 0.00 0.24
C 2.504526 0.763357 -1.446951 -0.81 0.48 0.31
C 1.207482 1.360294 -2.009138 0.03 0.20 -0.07
C 0.029560 0.916748 -1.130799 -0.09 0.28 0.05
C -1.350849 1.265355 -1.711920 0.30 -0.16 -0.18
C -2.460113 0.263325 -1.342420 -0.35 0.49 -0.27
C -3.772490 0.940268 -0.909356 0.14 0.05 0.25
C -4.591725 0.117174 0.099226 0.29 -0.01 -0.10
C -5.209030 0.941861 1.232698 0.06 -0.07 -0.26
C -6.023088 2.169523 0.829874 -0.20 -0.10 0.27
C -7.222506 1.872585 -0.087367 0.38 0.29 -0.12
C -6.955862 2.047432 -1.593699 0.00 -0.30 0.04
C -8.121867 2.641411 -2.394687 0.36 0.03 -0.16
O -7.743228 3.876678 -2.994096 -0.05 0.08 0.04
C -8.580989 4.967900 -2.673146 -0.02 -0.14 -0.14
H 5.504117 6.438737 0.207448 0.06 0.16 -0.15
H 4.056184 6.582419 1.172062 0.01 0.05 -0.01
H 4.470336 7.890904 0.089135 0.19 0.00 -0.10
H 2.815301 5.593883 -0.495195 0.05 -0.17 -0.07
H 3.258357 6.873980 -1.594406 0.06 -0.06 -0.07
H 4.867584 4.090530 -0.107950 0.16 -0.24 -0.01
H 5.603200 3.625609 -1.668716 0.03 -0.12 0.17
H 3.037918 3.484142 -2.402581 0.10 -0.13 -0.11
H 2.749076 3.188602 -0.691349 0.12 -0.09 0.09
H 5.942879 0.855427 -1.037429 0.03 0.07 -0.13
H 3.420096 1.303519 -3.726690 0.06 0.79 0.07
H 6.025360 0.825969 -4.069494 0.18 0.04 0.10
H 6.262483 1.893446 -2.705805 -0.03 0.03 0.04
H 7.479591 3.292053 -5.083252 0.11 -0.10 0.11
H 7.113430 3.798287 -3.551345 0.05 0.05 0.02
H 4.634460 4.572543 -3.927781 -0.04 0.03 0.01
H 3.918624 3.872824 -5.217622 0.08 0.11 -0.05
H 4.675827 1.779906 -6.043689 0.07 -0.16 0.02
H 5.589847 3.003615 -6.556948 0.13 -0.02 -0.03
H 5.123183 -0.761187 -2.319515 -0.07 0.15 0.30
H 4.176283 -0.802047 -3.766646 -0.02 -0.17 0.11
H 2.592714 -2.137820 -3.419657 -0.07 -0.08 0.03
H 1.757906 -0.661840 -3.819492 0.12 0.06 -0.03
H -0.089093 -2.720390 -0.782071 -0.32 -0.40 -0.23
H -0.460966 -1.267931 -3.931157 -0.13 0.07 0.06
H 2.349399 0.843227 -0.367316 0.17 -0.55 0.05
H 1.245476 2.448127 -1.949810 -0.02 -0.05 -0.07
H 1.039508 1.135255 -3.061533 0.03 -0.18 0.00
H 0.097508 -0.144084 -0.879554 -0.01 -0.07 -0.11
H 0.131534 1.457523 -0.183674 0.06 -0.25 0.13
H -1.616616 2.269871 -1.375396 -0.04 -0.01 -0.01
H -1.260985 1.332449 -2.800702 -0.06 0.00 -0.01
H -2.677279 -0.321029 -2.234790 0.13 -0.40 0.17
H -2.122194 -0.414598 -0.556099 0.07 0.01 0.01
H -4.357390 1.169563 -1.800716 -0.02 0.09 0.06
H -3.534722 1.904070 -0.445447 0.04 -0.03 0.01
H -5.341777 -0.498996 -0.402618 -0.04 0.07 -0.06
H -3.890620 -0.576993 0.572108 -0.20 -0.16 0.05
H -5.854757 0.275168 1.810211 0.06 0.02 0.09
H -4.388155 1.239432 1.890189 -0.11 0.08 0.10
H -6.416939 2.596783 1.756901 0.08 0.03 0.01
H -5.380932 2.947180 0.406597 -0.05 -0.04 -0.15
H -8.032127 2.549586 0.193843 -0.08 -0.11 0.02
H -7.543047 0.846379 0.106396 -0.27 0.07 0.07
H -6.086398 2.688312 -1.752978 -0.10 0.11 0.00
H -6.696394 1.077114 -2.025402 0.06 0.02 0.00
H -8.386443 1.968291 -3.214026 -0.21 -0.03 0.08
H -8.990332 2.789020 -1.748133 -0.08 -0.06 -0.05
H -9.637459 4.694482 -2.758425 -0.01 0.02 0.06
H -8.379383 5.338355 -1.663128 -0.06 0.05 0.02
H -8.385079 5.753892 -3.400040 0.08 0.05 0.07
C 1.897712 -6.004052 3.009547 -0.04 0.00 -0.07
C 0.722019 -5.044377 3.033868 0.05 0.01 -0.13
O 0.231526 -5.198959 4.368240 -0.03 0.03 -0.04
C 1.237587 -5.652317 5.145913 0.01 0.01 -0.05
O 1.205526 -5.731116 6.328770 -0.04 0.08 0.05
O 2.300205 -6.013764 4.384219 0.04 -0.04 -0.05
H 2.720176 -5.674424 2.380894 0.07 0.04 0.11
H 1.604870 -7.014570 2.721577 -0.02 0.00 0.01
H 1.028614 -4.007002 2.890865 0.02 -0.02 0.01
H -0.054960 -5.292593 2.316278 -0.09 -0.05 0.11
C -6.861917 -2.039431 5.338693 -0.09 -0.04 -0.03
C -6.660758 -2.829792 4.058385 -0.06 -0.05 0.06
O -5.688929 -2.035787 3.366338 -0.02 -0.04 -0.04
C -5.007735 -1.300905 4.277695 -0.06 -0.03 0.05
O -4.031385 -0.668874 4.041309 0.13 0.04 -0.08
O -5.596118 -1.387189 5.489133 -0.03 0.01 0.05
H -7.067992 -2.656925 6.207781 0.12 0.01 0.04
H -7.637596 -1.278546 5.241562 0.00 0.00 -0.02
H -6.237970 -3.818584 4.241077 0.01 0.00 0.02
H -7.559933 -2.926167 3.456897 0.04 0.09 -0.08
C 3.048681 -8.048497 7.351570 0.09 -0.06 0.01
C 4.222086 -8.282430 6.419294 -0.06 0.09 -0.06
O 4.960302 -9.297883 7.103268 0.03 0.03 -0.04
C 4.112589 -9.964259 7.927606 -0.01 0.06 -0.04
O 4.381548 -10.964805 8.502920 0.02 -0.09 0.05
O 2.922852 -9.326006 7.992166 -0.02 0.05 0.00
H 2.130717 -7.788823 6.842735 -0.09 -0.11 0.06
H 3.262692 -7.294422 8.109644 0.00 0.01 0.00
H 3.909158 -8.669917 5.447570 -0.02 -0.01 0.01
H 4.843816 -7.403948 6.271613 0.08 -0.04 0.07
```
Positions in Å, forces in eV/Å.

***

(5)
DFT (ωB97M-V with the def2-TZVPD basis set) results for an isolated molecule of C4H7NO.

The value obtained for the gap between HOMO and LUMO is 9.35 eV.

Structure (XYZ):
```
13
Properties=species:S:1:pos:R:3:forces:R:3
C 0.335380 0.722214 0.459190 0.85 -2.93 -0.14
C 0.384557 0.369141 -1.107810 -1.56 3.28 -0.37
C -0.842666 1.259431 -0.133620 0.87 -0.94 -1.31
C 0.674609 -0.792917 0.355005 0.08 1.14 4.55
N -0.473929 -1.570502 0.675711 -0.23 -0.34 -1.39
O 1.823097 -1.215638 0.535332 -0.68 0.30 -1.26
H 1.142044 1.360989 0.795920 0.10 -0.11 -0.37
H -0.294997 -2.564034 0.601562 0.09 0.13 0.13
H -0.902713 -1.321534 1.556451 0.19 0.12 -0.17
H 1.131382 0.963915 -1.613782 -0.12 0.06 -0.12
H -0.266489 -0.194583 -1.758377 0.09 -0.66 0.66
H -0.973874 2.333121 -0.199626 0.31 -0.15 -0.29
H -1.736402 0.650397 -0.165955 0.01 0.09 0.07
```
Positions in Å, forces in eV/Å.